[1]
77
Properties=species:S:1:pos:R:3:forces:R:3:mulliken_charge:R:1 method="wB97M-V/def2-TZVPD" de_lowest_kj_mol=0.0 homo_energy_ev="-0.02 / -0.08" orbital_gap_ev="3.71 / 3.77" energy_ev=-277054.5874 total_charge=-2 spin_multiplicity=2 e_lumo_ev="3.69 / 3.69" s_squared=0.7756
Ti -0.3253 -0.0417 -0.5602 4.9 0.3 -0.9 -0.513
O -3.1285 2.4453 1.3335 2.2 -0.9 -0.1 -0.913
C -1.9239 2.0449 1.2430 -2.0 0.3 -0.1 -0.248
O -1.5209 1.0616 0.5431 -1.9 1.8 3.5 -0.553
C -0.8793 2.7967 2.0539 0.6 0.3 0.4 0.145
C -1.2980 3.7829 2.9714 0.1 -0.1 -0.1 -0.530
C -0.3828 4.4747 3.7643 -0.3 -0.4 -0.4 -0.520
C 0.9727 4.1903 3.6591 0.1 -0.3 -0.3 -0.659
C 1.4104 3.2218 2.7540 -0.3 0.2 0.1 -0.460
C 0.5030 2.5229 1.9319 -0.2 0.7 0.6 0.183
P 1.0718 1.2630 0.7445 1.8 0.4 1.4 3.945
C 2.2817 2.0664 -0.3465 2.2 2.8 2.0 -0.126
C 2.4010 3.4567 -0.4798 0.2 -0.1 1.5 -1.159
C 3.3170 4.0237 -1.3734 0.5 -0.5 -0.9 -1.070
C 4.1145 3.2083 -2.1717 -0.2 1.9 0.9 -0.499
C 3.9883 1.8258 -2.0852 2.5 -0.3 4.0 -0.739
C 3.0749 1.2638 -1.1884 3.6 -0.2 2.3 -0.666
C 2.0307 0.1623 1.8372 1.2 0.2 1.1 0.419
C 3.4222 0.2052 2.0001 -0.3 0.0 0.1 -0.623
C 4.0753 -0.6939 2.8505 -0.3 -0.2 0.1 -0.681
C 3.3450 -1.6446 3.5598 0.3 0.2 -0.2 -0.544
C 1.9612 -1.6963 3.4211 -0.3 0.5 -0.3 -0.889
C 1.3123 -0.8016 2.5666 0.1 -0.1 0.5 -0.188
H -2.3623 3.9971 3.0639 0.2 -0.2 -0.2 0.442
H -0.7368 5.2241 4.4649 0.0 0.0 0.0 0.371
H 1.6911 4.7163 4.2794 0.0 0.0 0.0 0.393
H 2.4753 3.0148 2.6892 -0.1 -0.1 -0.1 0.380
H 1.7608 4.1238 0.0928 0.0 -0.2 0.0 0.415
H 3.3856 5.1047 -1.4556 0.0 -0.1 0.0 0.345
H 4.8136 3.6497 -2.8753 0.0 0.0 0.0 0.375
H 4.5830 1.1795 -2.7239 1.1 0.3 2.3 0.334
H 2.9708 0.1800 -1.1586 0.7 0.3 1.1 1.454
H 4.0195 0.9432 1.4725 -0.2 0.0 -0.1 0.328
H 5.1550 -0.6463 2.9571 -0.1 0.0 0.0 0.384
H 3.8509 -2.3411 4.2213 0.0 0.0 -0.1 0.354
H 1.3779 -2.4279 3.9726 0.0 0.1 -0.1 0.410
H 0.2265 -0.8542 2.4668 0.4 0.0 0.1 0.065
C -0.4002 -3.3859 -0.6351 0.0 -1.4 0.1 -1.323
C -1.3562 -2.7448 -1.5911 0.6 0.1 0.7 1.502
C -2.1738 -3.4993 -2.4087 -0.9 0.8 -0.8 -1.365
C -3.0339 -2.8291 -3.2688 0.3 -0.5 0.3 -1.255
C -3.0689 -1.4163 -3.3038 -0.2 -0.7 -0.3 1.168
C -3.9139 -0.6711 -4.1488 -0.1 1.0 -0.1 0.058
Br -5.1349 -1.4804 -5.3698 0.0 -0.2 0.0 -0.324
C -3.8898 0.7142 -4.1247 0.3 -0.6 0.3 -0.385
C -3.0192 1.3712 -3.2541 -0.2 0.1 -0.3 -0.329
Br -3.0864 3.2897 -3.3213 0.3 -0.5 0.3 -0.272
C -2.1395 0.6867 -2.3745 -0.2 2.6 0.0 1.144
O -1.3365 1.2811 -1.5714 -3.2 0.7 -3.5 -0.136
C -2.1932 -0.7232 -2.4281 -0.8 -1.5 -0.7 -1.583
N -1.3689 -1.3969 -1.6038 -2.7 -2.5 -1.8 0.936
H -0.4487 -4.4784 -0.6836 -0.2 0.0 -0.2 0.522
H -0.6357 -3.0797 0.3889 0.5 -0.6 -0.5 0.049
H 0.6238 -3.0797 -0.8706 -0.5 -0.6 0.5 0.083
H -2.1502 -4.5816 -2.3851 0.1 0.1 0.1 0.496
H -3.6761 -3.4227 -3.9110 0.0 0.3 -0.1 0.287
H -4.5395 1.2908 -4.7744 0.1 -0.1 0.1 0.371
O 4.8555 -0.0417 -5.5339 -0.2 0.0 0.4 -0.720
C 3.9630 -0.0417 -4.6901 0.1 0.4 -1.2 0.572
S 3.2680 1.4384 -4.0330 -2.7 -1.3 -5.2 -0.369
C 2.1662 0.6238 -2.9912 -2.1 0.1 -2.3 -0.368
C 2.1662 -0.7072 -2.9912 -0.9 -0.9 0.1 1.045
S 1.0503 -1.4497 -1.9358 3.2 -0.9 -1.8 -0.085
S 3.2680 -1.5218 -4.0330 0.4 -0.1 0.0 -0.303
S 1.0503 1.3663 -1.9358 -3.8 0.4 -5.6 -0.950
S -1.7128 -1.4292 0.8273 -4.0 -1.9 4.6 -0.140
C -2.5570 -2.5151 1.7853 1.5 1.8 -1.5 0.212
N -3.7931 -2.1295 2.2583 -1.3 -0.4 0.8 0.030
C -4.5791 -2.9216 3.0471 -0.2 1.2 -0.4 -0.105
C -4.1631 -4.1378 3.3991 1.7 -1.0 -0.4 -0.875
C -2.8382 -4.5046 2.8703 -0.9 -0.3 0.6 0.139
N -2.0895 -3.7618 2.1243 -0.4 -0.7 0.6 -0.406
H -4.1054 -1.2036 1.9880 0.2 -0.1 0.0 0.238
H -5.5338 -2.5128 3.3602 0.1 0.1 -0.1 0.414
H -4.7181 -4.8268 4.0171 -0.1 0.1 0.0 0.356
H -2.4806 -5.5083 3.1531 0.1 0.5 -0.3 0.386
H 0.6912 -1.0582 0.4563 -0.4 -0.2 0.1 0.124



[2]
72
Properties=species:S:1:pos:R:3:forces:R:3:mulliken_charge:R:1 method="wB97M-V/def2-TZVPD" de_lowest_kj_mol=0.0 homo_energy_ev="-7.41 / -7.42" orbital_gap_ev="7.03 / 7.08" energy_ev=-100673.7489 spin_multiplicity=6 e_lumo_ev="-0.37 / -0.34" s_squared=8.7588
Sm 0.9712 -1.0189 -0.6824 1.0 -0.6 0.5 0.751
Cl -3.0550 -3.8822 -5.8119 0.0 0.1 0.0 -0.221
C -1.9741 -2.8057 -4.9902 0.0 0.3 -0.3 0.057
C -1.3598 -3.2495 -3.8348 0.2 0.1 0.2 -0.809
C -0.4870 -2.4242 -3.1245 -0.1 0.1 -0.3 0.259
N 0.1451 -2.7911 -1.9215 0.1 -0.2 0.2 -0.001
C 0.1922 -4.0650 -1.4654 -0.2 0.3 -0.4 0.439
O -0.2875 -5.0811 -1.9540 0.1 0.0 0.1 -0.750
C 0.9604 -4.2190 -0.1594 0.1 0.0 0.0 0.389
C 0.8071 -5.3937 0.5633 0.1 0.0 0.0 -0.543
C 1.5239 -5.5536 1.7329 0.0 0.0 0.1 -0.316
C 2.3791 -4.5403 2.1518 -0.1 -0.1 0.0 -0.790
C 2.4625 -3.3995 1.3838 0.0 0.1 0.0 -0.128
N 1.7719 -3.2342 0.2512 -0.1 0.0 -0.1 -0.206
C -0.2243 -1.1091 -3.6141 -0.2 -0.3 -0.1 -0.207
C -0.8557 -0.6862 -4.7828 0.1 0.0 0.1 -0.813
C -1.7216 -1.5219 -5.4658 -0.1 -0.3 0.1 0.200
Cl -2.4727 -0.9209 -6.9076 0.0 -0.1 0.0 -0.224
N 0.6720 -0.3252 -2.8609 0.1 0.4 -0.2 -0.126
C 1.0123 0.9397 -3.1929 -0.1 -0.3 -0.1 0.270
O 0.6189 1.6392 -4.1180 0.0 0.1 0.0 -0.778
C 2.0911 1.5346 -2.2873 0.1 0.0 0.0 0.487
C 2.6466 2.7546 -2.6386 0.0 0.0 0.0 -0.505
C 3.6883 3.2581 -1.8814 0.0 0.0 0.0 -0.473
C 4.1342 2.5464 -0.7770 0.0 0.0 0.0 -0.737
C 3.5067 1.3576 -0.4714 -0.1 0.0 0.1 -0.110
N 2.5169 0.8507 -1.2122 0.0 0.1 -0.2 -0.027
H -1.5557 -4.2475 -3.4804 0.0 0.0 0.0 0.662
H 0.1378 -6.1470 0.1749 0.0 0.0 0.0 0.478
H 1.4191 -6.4569 2.3201 0.0 0.0 0.0 0.433
H 2.9597 -4.6242 3.0593 0.0 0.0 0.0 0.410
H 3.0981 -2.5764 1.6902 0.0 0.0 0.0 0.428
H -0.6684 0.3051 -5.1600 0.0 0.0 0.0 0.674
H 2.2522 3.2563 -3.5103 0.0 0.0 0.0 0.521
H 4.1491 4.2015 -2.1460 0.0 0.0 0.0 0.431
H 4.9357 2.9083 -0.1490 0.0 0.0 0.0 0.461
H 3.7941 0.7938 0.4092 0.0 0.0 0.0 0.398
O -0.0268 -0.8101 1.1764 -0.5 0.6 0.4 -0.190
Si -0.7412 0.5895 1.6287 0.0 -0.4 0.1 -0.373
C -1.5486 0.4572 3.2962 -0.1 -0.1 0.2 0.377
C -1.7072 1.5601 4.1404 0.0 -0.1 0.0 -0.097
C -2.3579 1.4384 5.3616 0.0 0.0 -0.1 -0.682
C -2.8543 0.2052 5.7594 0.0 0.0 0.0 -0.438
C -2.6988 -0.9043 4.9391 0.0 0.0 0.0 -0.567
C -2.0511 -0.7784 3.7178 0.0 0.1 0.1 -0.510
C 0.5353 1.9596 1.7205 0.2 0.1 0.0 0.813
C 0.5526 3.0501 0.8452 0.1 0.0 0.1 -0.203
C 1.5193 4.0444 0.9550 0.0 -0.1 0.0 -0.638
C 2.4890 3.9621 1.9429 0.0 0.0 0.0 -0.535
C 2.5010 2.8807 2.8174 0.0 0.0 0.0 -0.745
C 1.5334 1.8931 2.7034 0.0 0.0 -0.1 -0.439
C -1.9592 1.0618 0.2920 -0.1 0.0 -0.2 -0.280
C -2.8478 2.1338 0.4165 0.0 0.0 0.0 -0.203
C -3.6839 2.4920 -0.6305 0.0 0.0 0.0 -0.719
C -3.6499 1.7886 -1.8305 0.0 0.0 0.0 -0.699
C -2.7815 0.7191 -1.9842 0.0 0.1 0.1 -0.597
C -1.9528 0.3772 -0.9239 -0.1 0.0 0.2 0.626
H -1.3090 2.5265 3.8475 0.0 0.0 0.0 0.364
H -2.4732 2.3030 6.0030 0.0 0.0 0.0 0.402
H -3.3614 0.1078 6.7111 0.0 0.0 0.0 0.364
H -3.0834 -1.8671 5.2514 0.0 0.0 0.0 0.396
H -1.9248 -1.6509 3.0861 0.0 0.0 0.0 0.330
H -0.2044 3.1348 0.0729 0.0 0.0 0.0 0.420
H 1.5109 4.8826 0.2688 0.0 0.0 0.0 0.461
H 3.2344 4.7426 2.0367 0.0 0.0 0.0 0.424
H 3.2533 2.8171 3.5941 0.0 0.0 0.0 0.391
H 1.5416 1.0645 3.4057 0.0 0.0 0.0 0.443
H -2.8905 2.6935 1.3459 0.0 0.0 0.0 0.389
H -4.3685 3.3227 -0.5128 0.0 0.0 0.0 0.403
H -4.3049 2.0715 -2.6449 0.0 0.0 0.0 0.410
H -2.7458 0.1617 -2.9110 0.0 0.0 0.0 0.453
H -1.3283 -0.5032 -1.0345 -0.3 -0.1 -0.1 0.465